[1]
Here is a molecular structure, C36H22N3O5OsPS3 from the OMol25 dataset. Energies are from ωB97M-V with the def2-TZVPD basis set.

Values from the calculation:
Energy above the lowest of the compared OMol25 structures with the same formula, charge and spin: 84.1 kcal per mole
2S+1: 1
HOMO level (alpha / beta): -8.0 / -8.0 eV
Maximum force: 0.87 eV/Å

Cartesian coordinates (Å):
Os: -0.19445 0.02964 -0.04425
S: -0.71999 2.04633 2.59116
C: -0.16440 3.20183 1.27475
C: -0.11376 4.67049 1.45178
C: -0.17480 5.49705 0.39344
C: -0.07550 6.90859 0.67671
N: -0.02318 8.02902 0.92281
C: -0.31080 5.13375 -1.04139
C: -0.64207 3.95485 -1.64551
C: -0.98778 2.71275 -1.02858
S: -0.82662 1.24979 -1.78052
C: 0.01565 6.19345 -1.96314
N: 0.24932 7.03237 -2.71307
H: 0.00718 5.09674 2.43829
H: -0.53507 3.92772 -2.72416
O: -1.74657 -3.54101 1.15031
S: -0.79779 -2.62690 0.60034
O: -1.33614 -1.76202 -0.48481
O: -0.13028 -1.68614 1.55314
C: 0.50403 -3.57569 -0.13493
C: 0.41429 -4.95827 -0.07129
C: 1.40795 -5.73401 -0.64809
C: 2.47895 -5.12625 -1.28332
C: 2.55995 -3.74297 -1.34537
C: 1.57526 -2.94507 -0.77373
P: 1.70705 -1.12140 -0.79822
C: 2.99596 -0.80396 0.44313
C: 3.10886 -1.64268 1.54964
C: 4.03413 -1.36240 2.54386
C: 4.84779 -0.24442 2.44025
C: 4.73022 0.60154 1.34635
C: 3.80677 0.32767 0.35121
C: 2.44126 -0.76971 -2.42030
C: 1.58543 -0.52649 -3.49093
C: 2.09482 -0.32026 -4.76393
C: 3.46507 -0.35160 -4.97511
C: 4.32551 -0.59887 -3.91486
C: 3.81751 -0.81174 -2.64263
H: -0.43262 -5.40785 0.42717
H: 1.34123 -6.81275 -0.60173
H: 3.25722 -5.72794 -1.73404
H: 3.39896 -3.28047 -1.84784
H: 2.46862 -2.50957 1.64550
H: 4.11343 -2.01740 3.40155
H: 5.56817 -0.02583 3.21805
H: 5.34249 1.49029 1.27323
H: 3.68901 1.01922 -0.47103
H: 0.51650 -0.51084 -3.32831
H: 1.42102 -0.13161 -5.58927
H: 3.86386 -0.18178 -5.96672
H: 5.39518 -0.62167 -4.07674
H: 4.49466 -0.99203 -1.81750
O: 2.19171 3.37941 0.94955
C: 1.21372 2.68761 0.75381
O: 1.20558 1.56156 0.13846
C: -1.36566 2.74342 0.42224
C: -2.60172 3.60530 0.52736
C: -3.79256 3.11240 0.83101
C: -3.98172 1.72415 1.22460
C: -5.24324 1.20579 1.49758
C: -5.38907 -0.08898 1.96696
C: -4.26327 -0.86707 2.19112
C: -3.00066 -0.36590 1.91100
C: -2.86730 0.91052 1.39722
N: -1.52470 1.40420 1.10897
H: -2.49968 4.64342 0.25421
H: -4.66086 3.76011 0.82452
H: -6.11060 1.83795 1.35084
H: -6.37491 -0.48298 2.17395
H: -4.35668 -1.87244 2.57882
H: -2.12302 -0.96078 2.10759

---

[2]
Here is a molecular structure, C13H19BrN4O2 in a non-equilibrium geometry from the OMol25 dataset. Energies are from ωB97M-V with the def2-TZVPD basis set.

Values from the calculation:
Energy above the lowest of the compared OMol25 structures with the same formula, charge and spin: 278.4 kcal per mole
2S+1: 1
HOMO level: -8.6 eV
Maximum force: 15.27 eV/Å

Cartesian coordinates (Å):
C: 3.45817 1.35053 1.65959
C: 3.09599 1.69783 0.17811
C: 1.62809 1.40045 -0.24560
C: 1.48323 1.85025 -1.78090
C: -0.02747 1.84481 -2.36237
H: -0.52116 2.10303 -1.45378
H: 0.08180 2.45277 -3.03255
C: -0.34300 0.23277 -2.78849
N: -0.22896 -0.71470 -1.70111
C: 0.66519 -1.59216 -1.33097
N: 0.58352 -2.51169 -0.25785
C: -0.58325 -1.87891 0.13606
C: -1.19807 -0.59598 -0.61283
C: -2.28568 -0.13354 -0.17475
O: -2.86874 0.86449 -0.96774
N: -2.73628 -0.45784 1.04200
C: -2.41752 -1.35061 1.87658
O: -2.91496 -1.75771 2.87518
N: -1.35590 -2.27320 1.43116
C: -0.60332 -3.26241 2.31853
H: -0.64655 -4.13208 1.54574
H: -1.16634 -3.44516 3.15190
H: 0.34846 -3.06299 2.61945
C: -3.93158 0.14224 1.48418
H: -4.95554 -0.12292 0.39406
H: -3.95620 1.21440 1.53700
H: -4.45418 -0.07072 2.31532
Br: 2.11361 -2.11641 -2.47392
H: 0.48626 -0.04406 -3.42800
H: -1.32023 0.30876 -2.95302
H: 2.16456 1.07504 -2.43835
H: 1.81292 2.87840 -2.08016
H: 1.47475 0.43247 -0.05420
H: 1.12566 2.28201 0.26501
H: 3.88367 1.13664 -0.54506
H: 3.51821 2.53517 -0.02893
H: 3.07856 0.29443 1.62110
H: 2.98884 1.96907 2.42398
H: 4.52345 1.45753 1.83563

---

[3]
Here is a gas-phase ion, C8H24N2OSi (charge +2) in a non-equilibrium geometry from the OMol25 dataset. Energies are from ωB97M-V with the def2-TZVPD basis set.

Values from the calculation:
Energy above the lowest of the compared OMol25 structures with the same formula, charge and spin: 0.0 kcal per mole
2S+1: 1
HOMO level: -17.4 eV
Structure (SMILES): CC[C@@](C)([NH3+])[Si@@](C)(OC)[C@@H](C)[NH3+]
Total charge: +2
Maximum force: 3.93 eV/Å

Cartesian coordinates (Å):
C: -1.34305 0.60982 -2.50659
C: -2.02825 -0.10034 -1.31746
C: -1.53027 0.23941 0.11880
C: -1.74303 1.69921 0.41420
N: -2.45492 -0.44757 1.05182
Si: 0.34432 -0.35740 0.46311
C: 0.65500 0.09950 2.32482
O: 0.66658 -1.99024 0.26214
C: 1.00597 -3.02201 1.10004
C: 1.77402 0.49848 -0.82064
C: 2.23486 1.91858 -0.46873
N: 2.89276 -0.53494 -0.89472
H: -0.62535 0.08332 -3.27394
H: -2.16592 0.83104 -3.22596
H: -0.74740 1.45564 -1.99575
H: -3.06245 0.28090 -1.45809
H: -2.05290 -1.16362 -1.55942
H: -0.87329 2.18611 0.98388
H: -2.61126 1.77417 1.08384
H: -1.85118 2.29844 -0.56675
H: -2.43693 -1.51194 0.87760
H: -2.16762 -0.24277 1.99129
H: -3.41066 -0.07441 0.93866
H: -0.36625 -0.13946 2.80808
H: 1.38084 -0.38390 2.86816
H: 0.87236 1.14931 2.52316
H: 1.64729 -3.78511 0.74606
H: 0.09876 -3.43560 1.41354
H: 1.44984 -2.64881 2.00921
H: 1.42682 0.64600 -1.84177
H: 2.79357 1.91607 0.43689
H: 2.91300 2.49505 -1.25524
H: 1.27384 2.40917 -0.40762
H: 3.49360 -0.43702 -0.04965
H: 2.35534 -1.49506 -0.93634
H: 3.37348 -0.45669 -1.75190